Record 1
The following is a DFT calculation (ωB97M-V with the def2-TZVPD basis set) of a single C4H6O2 molecule.

Output
ΔE to the lowest compared entry with this formula, charge and spin: 1.278 eV
E_HOMO: -9.8 eV
Spin multiplicity: 1
Energy: -8339.1833 eV

XYZ file:
```
12
C4H6O2 ωB97M-V with the def2-TZVPD basis set
C 1.36782 -0.14153 -0.29809
C -0.67020 0.63912 0.36404
O -0.61823 1.84468 0.47921
C 0.35077 -0.30923 0.87207
C -1.70091 0.02466 -0.56842
O -1.52087 -1.01284 -1.15939
H 0.92555 -0.59131 -1.19761
H 2.31438 -0.62662 -0.08521
H 1.54903 0.91398 -0.54406
H -0.02401 -1.33940 0.88989
H 0.63978 -0.03363 1.89620
H -2.61312 0.63212 -0.64862
```

***

Record 2
The following is a DFT calculation (ωB97M-V with the def2-TZVPD basis set) of a gas-phase ion, C4H8N3S (charge +1).

Output
Charge: +1
ΔE to the lowest compared entry with this formula, charge and spin: 5.505 eV
E_HOMO (spin up / spin down): -12.6 / -12.6 eV
Spin multiplicity: 1
Energy: -19571.7497 eV

XYZ file:
```
16
C4H8N3S ωB97M-V with the def2-TZVPD basis set
C 0.64266 -1.06578 -0.24194
C -1.18345 -2.01555 -1.31368
C 0.09952 0.30017 1.61759
C 0.82735 1.31715 -0.48270
N -0.01551 -1.95567 -0.86182
N -1.32114 0.23118 -0.21667
N 0.00439 0.23969 0.12541
S -2.49778 -2.50478 -1.94474
H 1.63048 -1.26614 0.13482
H -0.24323 1.28066 1.94161
H -0.56844 -0.45024 2.03794
H 1.11916 0.13717 1.95850
H 0.43049 2.28390 -0.17076
H 1.86654 1.23922 -0.16946
H 0.77275 1.24218 -1.56939
H -1.56378 0.98683 -0.84470
```

***

Record 3
The following is a DFT calculation (ωB97M-V with the def2-TZVPD basis set) of a molecular structure, C3H4LaLiO3.

Output
Charge: +2
ΔE to the lowest compared entry with this formula, charge and spin: 0.000 eV
E_HOMO: -14.8 eV
Spin multiplicity: 1
Energy: -10364.5376 eV

XYZ file:
```
12
C3H4LaLiO3 ωB97M-V with the def2-TZVPD basis set
O -1.47250 0.53798 0.30063
C -0.83011 -0.70837 0.09579
C 0.56910 -0.61835 -0.49932
O 1.96166 -0.37031 0.42777
C 2.38199 0.85019 0.64193
O 1.70595 1.81421 0.21242
Li -3.21298 0.46085 0.72936
La -0.37952 2.43360 -0.15408
H -1.43897 -1.32939 -0.58570
H -0.76755 -1.23701 1.06377
H 0.64873 -0.17522 -1.50288
H 0.83421 -1.65818 -0.72967
```

***

Record 4
The following is a DFT calculation (ωB97M-V with the def2-TZVPD basis set) of a gas-phase ion, C26H25F4OSi (charge +1).

Output
Charge: +1
ΔE to the lowest compared entry with this formula, charge and spin: 0.152 eV
E_HOMO: -12.0 eV
Spin multiplicity: 1
Energy: -48157.9486 eV

XYZ file:
```
57
C26H25F4OSi ωB97M-V with the def2-TZVPD basis set
F -2.12261 2.08446 -5.40578
C -0.99421 2.08584 -4.62012
C 0.23420 2.33603 -5.22420
C 1.32718 2.43332 -4.36613
F 2.56985 2.71020 -4.89542
C 1.23226 2.21633 -2.99290
C 0.01686 1.75883 -2.45712
C 0.02647 1.16748 -1.02371
C -1.30719 1.49574 -0.32185
C -1.24734 2.49071 0.65855
C -2.43092 2.92012 1.26471
F -2.33109 3.79471 2.32274
C -3.69095 2.48074 0.87678
C -3.70379 1.52205 -0.13615
F -4.93459 1.12593 -0.61536
C -2.54577 0.97483 -0.70538
C -1.13362 1.81832 -3.25578
H 0.33758 2.46542 -6.29910
H 2.11692 2.32146 -2.36379
H 0.80447 1.71608 -0.47436
H -0.28714 2.92510 0.94662
H -4.59919 2.85747 1.33412
H -2.64010 0.20527 -1.47543
H -2.12867 1.64952 -2.85852
C -1.86508 -3.75767 2.07080
Si -1.28883 -1.98724 2.25493
C -2.70161 -0.78939 2.32819
C -0.19779 -1.81446 3.74926
O -0.56042 -1.42305 0.80693
C 0.55705 -0.97500 0.27479
C 0.44593 -0.26861 -1.07639
C 1.84492 -0.42801 -1.70168
C 2.88489 0.22626 -0.79965
C 2.98600 -0.59060 0.44653
C 1.82316 -1.33352 0.82737
C 1.99236 -2.45440 1.67386
C 3.20370 -2.65369 2.31938
C 4.28041 -1.78372 2.09522
C 4.17806 -0.77021 1.13497
H -2.60206 -3.96124 2.86610
H -2.35739 -3.92761 1.10246
H -1.05100 -4.48807 2.18160
H -3.31667 -0.92977 3.22738
H -2.30414 0.23522 2.33579
H -3.33754 -0.90186 1.43890
H -0.85422 -1.64405 4.61285
H 0.39805 -2.71485 3.94578
H 0.48034 -0.95746 3.65547
H -0.31571 -0.79363 -1.67570
H 2.05171 -1.50491 -1.77077
H 1.86916 -0.02418 -2.71170
H 3.86666 0.33022 -1.28314
H 2.59149 1.25106 -0.53529
H 1.18177 -3.18244 1.76927
H 3.30491 -3.49117 3.00443
H 5.21283 -1.91328 2.64381
H 5.03047 -0.13467 0.87585
```

***

Record 5
The following is a DFT calculation (ωB97M-V with the def2-TZVPD basis set) of 2 unconnected molecules or ions with the total composition C4H12N3O2.

Output
Charge: +1
ΔE to the lowest compared entry with this formula, charge and spin: 6.183 eV
E_HOMO: -14.3 eV
Spin multiplicity: 1
Energy: -12896.9274 eV

XYZ file:
```
21
C4H12N3O2 ωB97M-V with the def2-TZVPD basis set
C 0.22515 0.89689 -1.77612
C 1.35210 1.06896 1.87032
C 1.25807 -0.96390 -0.24574
C 0.80260 0.41525 -0.49191
N -1.59029 -1.66826 0.07072
N 0.88553 1.27837 0.50722
N -1.40040 -0.48041 0.01448
O -2.83894 -2.22496 -0.10666
O -2.31855 0.46897 -0.13780
H 0.25714 0.07291 -2.35198
H -0.82628 1.09537 -1.73755
H 0.73598 1.83326 -2.21604
H 1.57396 2.04467 2.40615
H 2.36623 0.49002 1.94854
H 0.56625 0.54116 2.48571
H 1.71165 -1.14940 0.78849
H 0.45076 -1.60390 -0.41392
H 2.02132 -1.23244 -0.98432
H 0.68439 2.21936 0.38728
H -2.69016 -3.26973 -0.10674
H -3.22650 0.16781 0.08986
```